Record 1
C10H22N3O3 | ωB97M-V/def2-TZVPD

The calculation puts the lowest unoccupied orbital energy at -3.3 eV. As for the multiplicity: 1. The net charge is +1. The value obtained for the energy is -21329.353 eV. The value obtained for the energy above the lowest of the compared OMol25 structures with the same formula, charge and spin is 2.833 eV. The value obtained for the HOMO energy is -12.9 eV.

Last column: Löwdin charge in e.
Positions of all 38 atoms, in Å:
O -4.682 -0.933 2.358  0.1106
O -1.933 -0.115 -1.900  -0.1101
O 2.547 -0.158 -2.949  -0.0815
N -3.354 -1.117 2.061  -0.1197
N -1.318 -1.460 2.230  -0.1015
N -0.047 -1.722 2.812  0.1571
C 2.978 0.109 -1.619  -0.3391
C -1.502 -1.299 0.881  0.0434
C 0.529 0.620 2.255  -0.0059
C -1.970 1.945 -3.201  -0.0775
C -2.408 -1.339 2.950  0.0227
C 2.180 -1.315 2.001  -0.0034
C -2.907 -1.073 0.777  0.0576
C 0.818 -0.847 2.396  -0.3545
C -1.890 1.316 -1.826  -0.3134
C 4.283 0.882 -1.593  -0.0813
H 2.186 0.686 -1.137  0.0965
H -0.965 1.622 -1.321  0.1028
H -1.181 -0.392 -2.437  0.0911
H 4.599 1.090 -0.570  0.0732
H 0.591 0.902 1.200  0.0850
H -1.132 1.620 -3.820  0.0798
H 2.868 -0.476 2.037  0.0878
H -2.887 1.641 -3.704  0.0827
H -2.517 -1.412 4.016  0.1805
H -0.491 0.836 2.565  0.0814
H -3.433 -0.924 -0.149  0.1335
H 2.486 -2.140 2.642  0.1006
H 2.036 -1.673 0.980  0.0890
H 4.173 1.826 -2.125  0.0816
H -1.950 3.033 -3.135  0.0821
H 1.249 1.195 2.830  0.1036
H 3.229 -0.679 -3.385  0.0860
H 5.073 0.318 -2.092  0.0793
H -4.871 -0.010 2.132  0.1439
H -0.734 -1.337 0.136  0.1325
H -2.736 1.626 -1.211  0.1080
H 3.082 -0.845 -1.087  0.0956

***

Record 2
C39H41N9O2 | ωB97M-V/def2-TZVPD

The calculation puts the lowest unoccupied orbital energy at 0.4 eV. The SMILES is [H]/N=C\C[C@@H](C#N)[C@H](C#N)CCC(=O)O.c1ccncc1.c1ccncc1.c1ccncc1.c1ccncc1.c1ccncc1.c1ccncc1. As for the multiplicity: 1. The value obtained for the energy is -58611.047 eV. The value obtained for the HOMO energy is -9.4 eV.

Last column: Löwdin charge in e.
Positions of all 91 atoms, in Å:
O -1.283 4.480 -3.301  0.0559
O -0.611 5.822 -1.658  0.1342
N 3.331 -6.286 -3.423  0.0508
N -1.453 -5.935 1.758  0.0559
N -1.133 -1.305 0.182  0.0511
N 1.181 -0.894 -3.540  0.0587
N 0.838 2.744 1.882  0.1844
N 1.374 2.766 -4.083  0.1924
N -0.325 6.321 4.000  0.0488
N -3.851 4.201 2.459  0.0560
N 4.479 5.023 -1.542  0.0805
C -1.178 3.696 -0.850  -0.0801
C 0.261 5.129 4.161  -0.1638
C -0.754 -7.026 1.431  -0.1540
C -4.929 4.462 1.713  -0.1698
C 4.161 -8.519 -3.119  -0.0731
C -3.455 -7.240 1.519  -0.0704
C -0.750 6.937 5.107  -0.1696
C -2.782 -6.060 1.795  -0.1381
C -0.007 5.177 6.523  -0.0813
C 1.280 2.540 0.868  -0.1584
C -4.719 6.812 2.014  -0.0817
C -0.245 -3.527 0.391  -0.0954
C 3.739 4.001 -1.490  -0.2310
C 1.777 2.664 -0.576  -0.2307
C -1.328 -8.252 1.135  -0.0725
C 0.481 -0.767 -4.670  -0.1526
C 4.306 -6.946 -1.330  -0.0732
C -0.994 4.749 -1.968  -0.5100
C 3.702 -6.022 -2.167  -0.1528
C 3.566 -7.521 -3.875  -0.1492
C 0.441 4.517 5.391  -0.0650
C -0.875 -2.519 -0.319  -0.1562
C 0.413 -1.746 -5.649  -0.0701
C 1.114 -2.924 -5.447  -0.0763
C -0.615 6.415 6.383  -0.0738
C -3.600 6.567 2.792  -0.0649
C 1.849 -3.079 -4.283  -0.0684
C 0.758 2.056 -1.605  -0.2345
C -2.709 -8.357 1.182  -0.0809
C -0.748 -1.076 1.440  -0.1630
C -0.748 2.239 -1.224  -0.1375
C 1.066 2.471 -3.037  -0.2040
C 1.847 -2.040 -3.367  -0.1554
C 4.538 -8.221 -1.820  -0.0812
C -3.208 5.251 2.982  -0.1442
C -0.107 -2.016 2.235  -0.0708
C 0.146 -3.265 1.694  -0.0941
C -5.401 5.740 1.460  -0.0830
C 2.280 4.113 -0.902  -0.1152
H -5.432 3.591 1.304  0.0985
H 1.087 -3.713 -6.189  0.1057
H -0.172 -1.588 -6.545  0.1013
H 2.410 -3.985 -4.090  0.0713
H 2.365 4.769 -0.011  0.1254
H 1.684 4.650 -1.664  0.1068
H 2.675 2.003 -0.616  0.1323
H 3.496 -5.012 -1.826  0.0990
H -0.971 -0.084 1.821  0.0954
H 0.920 3.549 5.459  0.1030
H -6.280 5.892 0.846  0.0978
H -0.047 0.174 -4.785  0.0947
H -1.196 -2.676 -1.343  0.1009
H -2.277 3.654 -0.644  0.1317
H 0.596 4.653 3.247  0.0606
H -3.042 7.376 3.242  0.0887
H 0.940 0.954 -1.599  0.1276
H -0.064 -4.491 -0.063  0.0895
H -0.711 -9.102 0.875  0.1013
H 0.184 -1.774 3.248  0.1007
H -2.234 4.594 -3.462  0.1209
H 0.117 4.733 7.504  0.1041
H -0.977 6.961 7.244  0.1000
H -1.339 1.949 -2.124  0.1247
H -5.057 7.827 1.841  0.1041
H 4.587 -6.674 -0.321  0.1017
H 2.405 -2.115 -2.439  0.0991
H -4.535 -7.282 1.568  0.1022
H -1.074 1.546 -0.418  0.1054
H 0.642 -4.027 2.282  0.0988
H 3.257 -7.707 -4.898  0.1041
H 4.325 -9.503 -3.538  0.1019
H -3.197 -9.298 0.958  0.1057
H -2.339 5.009 3.578  0.0791
H 5.008 -8.972 -1.197  0.1059
H -1.223 7.901 4.948  0.0993
H 0.324 -6.897 1.410  0.1032
H 4.128 3.017 -1.833  0.1128
H -3.324 -5.158 2.061  0.1085
H 3.938 5.809 -1.155  0.0537
H -0.716 4.095 0.072  0.1101

***

Record 3
C4H6N2O | ωB97M-V/def2-TZVPD

The calculation puts the lowest unoccupied orbital energy at 1.0 eV. The SMILES is O=C=NC[C@H]1C=N1.[H][H]. As for the multiplicity: 1. The value obtained for the energy is -9269.929 eV. The value obtained for the energy above the lowest of the compared OMol25 structures with the same formula, charge and spin is 3.573 eV. The value obtained for the HOMO energy is -10.2 eV.

Last column: Löwdin charge in e.
Positions of all 13 atoms, in Å:
O 0.402 -0.304 2.978  0.1540
N 1.008 -1.554 -0.120  0.1631
N -0.831 0.389 1.066  0.0843
C 1.334 -0.507 -0.734  -0.1227
C -0.185 -0.034 2.000  -0.3353
C -1.210 -0.193 -0.196  -0.1980
C -0.053 -0.848 -0.936  -0.2719
H -1.654 0.593 -0.814  0.1076
H 2.209 0.116 -0.876  0.1072
H -0.356 -1.356 -1.852  0.1174
H 0.874 2.486 -0.504  0.0501
H 0.450 2.157 0.013  0.0261
H -1.987 -0.946 -0.026  0.1180

***

Record 4
C34H63CrN7O2 | ωB97M-V/def2-TZVPD

The calculation puts the lowest unoccupied orbital energy (spin up / spin down) at -5.0 / -3.1 eV. As for the multiplicity: 4. The net charge is +1. The value obtained for the energy is -79219.093 eV. The value obtained for the energy above the lowest of the compared OMol25 structures with the same formula, charge and spin is 0.000 eV. The value obtained for the HOMO energy (spin up / spin down) is -11.2 / -11.1 eV.

Last column: Löwdin charge in e.
Positions of all 107 atoms, in Å:
Cr -15.337 -28.407 -18.907  0.9465
O -13.337 -29.027 -19.201  -0.3311
O -14.953 -26.517 -18.369  -0.2463
N -8.971 -24.131 -20.551  0.1575
N -15.202 -29.189 -16.891  0.1591
N -4.396 -32.128 -22.558  0.1559
N -15.295 -27.874 -21.078  0.1768
N -15.863 -30.447 -19.681  0.1409
N -13.640 -32.250 -26.605  0.1635
N -10.652 -23.075 -15.366  0.1512
C -12.916 -29.843 -14.253  -0.2348
C -15.796 -32.619 -21.160  -0.1402
C -15.950 -32.429 -22.662  -0.2321
C -10.702 -31.532 -24.725  -0.2432
C -12.889 -31.621 -26.009  -0.2379
C -15.831 -31.384 -20.337  -0.1159
C -14.699 -26.813 -23.360  -0.1490
C -10.238 -24.009 -15.890  -0.2470
C -15.027 -27.412 -22.089  -0.1373
C -7.358 -30.363 -22.832  -0.2611
C -14.166 -25.428 -18.036  -0.5178
C -9.764 -24.529 -21.281  -0.2237
C -10.760 -25.082 -22.205  -0.1897
C -14.761 -29.738 -15.993  -0.1096
C -5.034 -31.205 -22.791  -0.2399
C -17.148 -26.141 -23.883  -0.0874
C -13.002 -28.341 -14.027  -0.0868
C -13.514 -25.556 -16.660  -0.0403
C -14.997 -31.434 -23.295  -0.0986
C -10.194 -26.178 -23.132  -0.2419
C -11.003 -32.767 -23.885  -0.1046
C -10.011 -26.495 -15.784  -0.2532
C -13.112 -25.168 -19.109  -0.0501
C -12.050 -29.461 -19.359  -0.5918
C -9.640 -27.404 -22.388  -0.0879
C -11.680 -30.314 -18.130  -0.0517
C -11.954 -30.818 -25.217  -0.1948
C -9.692 -27.714 -16.631  -0.0854
C -14.192 -30.444 -14.834  -0.1386
C -15.901 -26.886 -24.342  -0.2338
C -9.722 -25.202 -16.554  -0.1930
C -7.643 -30.980 -21.474  -0.1004
C -5.872 -30.034 -23.041  -0.1760
C -11.807 -30.162 -20.674  -0.0576
H -14.066 -31.458 -15.224  0.1332
H -18.012 -26.453 -24.468  0.0805
H -10.109 -33.361 -23.660  0.0774
H -5.697 -29.686 -24.058  0.1185
H -14.827 -33.059 -20.913  0.1324
H -11.009 -26.446 -15.348  0.0780
H -10.190 -27.663 -17.603  0.0583
H -13.926 -28.092 -13.501  0.0880
H -9.382 -25.725 -23.704  0.1135
H -15.498 -26.542 -25.295  0.1153
H -12.531 -24.302 -18.779  0.0888
H -10.141 -28.589 -16.147  0.0575
H -12.635 -30.406 -13.363  0.1189
H -14.781 -24.520 -17.988  0.1528
H -12.400 -31.054 -20.873  0.0664
H -11.344 -32.587 -22.861  0.0586
H -15.187 -31.257 -24.353  0.0700
H -12.501 -30.447 -24.345  0.0913
H -10.755 -30.417 -20.832  0.0578
H -8.735 -27.094 -21.865  0.0824
H -13.969 -31.794 -23.225  0.0596
H -10.129 -31.880 -25.588  0.1185
H -11.673 -29.910 -25.754  0.1187
H -11.088 -24.296 -22.888  0.1181
H -8.665 -25.024 -16.758  0.1292
H -14.288 -25.678 -15.903  0.0883
H -10.234 -25.224 -17.523  0.1013
H -10.024 -30.877 -24.177  0.0864
H -7.290 -30.335 -20.666  0.0842
H -16.626 -33.189 -20.735  0.1321
H -15.772 -33.426 -23.072  0.1215
H -17.418 -26.375 -22.853  0.0714
H -10.940 -26.423 -23.890  0.0968
H -16.133 -27.942 -24.503  0.1084
H -8.726 -31.057 -21.299  0.0446
H -11.375 -28.595 -19.257  0.1075
H -8.017 -29.495 -22.908  0.0625
H -5.574 -29.278 -22.312  0.1221
H -12.013 -29.490 -21.514  0.0615
H -16.990 -32.242 -22.935  0.1185
H -11.820 -29.741 -17.216  0.0412
H -15.012 -30.449 -22.817  0.0593
H -11.669 -25.404 -21.697  0.0895
H -10.360 -27.780 -21.659  0.0585
H -12.423 -26.019 -19.154  0.0766
H -17.006 -25.071 -24.026  0.0818
H -10.627 -30.587 -18.196  0.0813
H -12.069 -30.028 -14.922  0.0945
H -14.310 -25.802 -23.244  0.1308
H -12.172 -27.986 -13.418  0.0848
H -12.834 -24.738 -16.420  0.0696
H -11.652 -33.479 -24.396  0.0761
H -12.288 -31.219 -18.173  0.0799
H -15.027 -30.479 -14.128  0.1361
H -9.404 -26.421 -14.874  0.1190
H -12.893 -26.462 -16.644  0.0589
H -7.340 -32.016 -21.320  0.0794
H -12.981 -27.804 -14.976  0.0416
H -13.609 -24.970 -20.058  0.0725
H -7.675 -31.014 -23.652  0.1030
H -9.372 -28.212 -23.068  0.0470
H -8.632 -27.912 -16.770  0.0854
H -13.904 -27.423 -23.799  0.1213